*a*
# C4H4F2

The molecule C4H4F2 (the ωB97M-V functional and the def2-TZVPD basis, the OMol25 dataset).

Structure (XYZ):
```
10
Properties=species:S:1:pos:R:3
C 1.6517 -0.6815 0.0015
C 0.4391 -0.4754 -0.1663
C -0.3213 0.7729 -0.0261
C -1.6737 0.6565 -0.0715
H 2.3467 -1.5746 0.3307
H -0.1431 -1.4375 0.1290
H 0.1744 1.6697 -0.0333
H -2.6473 1.2755 0.2846
F 2.2453 0.4843 -0.2293
F -2.0719 -0.6900 -0.2194
```

As for the net charge: 0. For the HOMO energy, the calculation gives -9.1 eV. The lowest unoccupied orbital energy is 0.9458 eV. Its molar mass is 90.072 Da. Its multiplicity is 1. The HOMO-LUMO gap comes out at 10.02 eV.

*b*
# C4H4F2

The molecule C4H4F2 (the ωB97M-V functional and the def2-TZVPD basis, the OMol25 dataset).

Structure (XYZ):
```
10
Properties=species:S:1:pos:R:3
C -2.3277 0.6405 -0.0678
C -2.3371 -0.6682 -0.1046
C -1.0476 0.0382 -0.4928
C 0.2917 0.0074 0.3346
F -2.8945 1.8216 0.1126
F -2.9762 -1.7919 0.1197
H -0.6216 -0.0291 -1.5673
H 0.0296 0.2055 1.4209
H 0.8296 0.8159 0.0818
H 0.7405 -0.8279 0.0225
```

As for the net charge: 0. For the HOMO energy, the calculation gives -9.2 eV. The lowest unoccupied orbital energy is 0.7842 eV. Its molar mass is 90.072 Da. Its multiplicity is 1. The HOMO-LUMO gap comes out at 10.02 eV.

Which structure is the most stable? The one labeled *a*.

*a*
# C4H4F2

The molecule C4H4F2 (the ωB97M-V functional and the def2-TZVPD basis, the OMol25 dataset).

Structure (XYZ):
```
10
Properties=species:S:1:pos:R:3
C 1.4791 -0.7118 -0.0199
C 0.1707 -0.8927 0.0677
C -0.9386 0.0106 -0.0039
C -0.9152 1.3470 0.0361
H 2.2488 -1.5052 0.0129
H -0.2112 -1.8914 0.0767
H 0.0553 1.8586 0.1063
H -1.8251 1.9256 -0.0740
F 2.0491 0.4935 -0.0980
F -2.1130 -0.6342 -0.1040
```

As for the net charge: 0. For the HOMO energy, the calculation gives -9.1 eV. The lowest unoccupied orbital energy is 0.7701 eV. Its molar mass is 90.072 Da. Its multiplicity is 1. The HOMO-LUMO gap comes out at 9.86 eV.

*b*
# C4H4F2

The molecule C4H4F2 (the ωB97M-V functional and the def2-TZVPD basis, the OMol25 dataset).

Structure (XYZ):
```
10
Properties=species:S:1:pos:R:3
C 0.7519 -1.4069 -0.4107
C 0.8367 0.0012 -0.3820
C -0.1923 0.7402 -0.1015
C -1.2425 0.8228 0.8786
H 1.7719 -1.8182 -0.5399
H 1.8232 0.3009 -0.8203
H -1.4381 -0.0605 1.4861
H -1.8106 1.6961 0.6890
F -0.1641 -2.1717 0.1799
F -0.3361 1.8961 -0.9792
```

As for the net charge: 0. For the HOMO energy, the calculation gives -8.9 eV. The lowest unoccupied orbital energy is -0.1463 eV. Its molar mass is 90.072 Da. Its multiplicity is 1. The HOMO-LUMO gap comes out at 8.70 eV.

Which structure is the most stable? The one labeled *a*.

*a*
# H4N2OS

A 2-piece molecular cluster, H4N2OS overall (the ωB97M-V functional and the def2-TZVPD basis, the OMol25 dataset).

Structure (XYZ):
```
8
Properties=species:S:1:pos:R:3
N -0.1603 1.2228 1.4919
N -0.7846 -0.9375 -1.0919
O 2.2135 1.0370 0.7497
S 1.1101 0.4314 1.4602
H -0.4434 2.0365 0.9509
H 0.2398 -1.0685 -0.8425
H -0.8486 -1.0616 -2.1134
H -1.3265 -1.6601 -0.6050
```

As for the net charge: 0. For the HOMO energy, the calculation gives -10.2 eV. The lowest unoccupied orbital energy is -0.4135 eV. Its molar mass is 80.112 Da. Its multiplicity is 1. The HOMO-LUMO gap comes out at 9.83 eV.

*b*
# H4N2OS

A 2-piece molecular cluster, H4N2OS overall (the ωB97M-V functional and the def2-TZVPD basis, the OMol25 dataset).

Structure (XYZ):
```
8
Properties=species:S:1:pos:R:3
N -0.6864 -0.1375 1.5453
N -1.2284 -0.8324 -0.7714
O 2.4126 0.1211 0.0739
S -0.0815 -0.9560 0.4013
H 0.0310 0.2289 2.1568
H -0.8655 -0.9431 -1.6548
H -2.0543 -0.2119 -0.5427
H 2.8359 -0.2913 0.9116
```

As for the net charge: 0. For the HOMO energy (spin up / spin down), the calculation gives -7.7 / -10.2 eV. The lowest unoccupied orbital energy (spin up / spin down) is -1.3975 / -0.5130 eV. Its molar mass is 80.112 Da. Its multiplicity is 1. The HOMO-LUMO gap (spin up / spin down) comes out at 6.30 / 9.69 eV.

*c*
# H4N2OS

A 2-piece molecular cluster, H4N2OS overall (the ωB97M-V functional and the def2-TZVPD basis, the OMol25 dataset).

Structure (XYZ):
```
8
Properties=species:S:1:pos:R:3
N 2.2207 0.3087 0.0255
N 0.1258 -0.9829 0.0015
O -2.4815 0.4514 0.0282
S 0.7255 0.3627 -0.0407
H 2.6566 1.1078 0.3975
H -1.7467 0.2895 0.6405
H 0.5768 -1.8475 -0.2901
H -2.0773 0.3104 -0.7624
```

As for the net charge: 0. For the HOMO energy, the calculation gives -10.4 eV. The lowest unoccupied orbital energy is -0.5461 eV. Its molar mass is 80.112 Da. Its multiplicity is 1. The HOMO-LUMO gap comes out at 9.89 eV.

Which structure is the most stable? The one labeled *a*.

*a*
# C5H7FO

The molecule C5H7FO (the ωB97M-V functional and the def2-TZVPD basis, the OMol25 dataset).

Structure (XYZ):
```
14
Properties=species:S:1:pos:R:3
C 0.7009 -0.1192 0.6762
C -0.5238 -0.7311 0.9797
C -1.2003 -0.9016 -0.4282
C 0.3349 0.7006 -0.5029
C 0.9736 1.7016 -1.0622
H 0.8777 0.6146 1.5937
H -0.2790 -1.6565 1.4912
H -0.9548 -0.1508 1.7861
H -2.2412 -0.8895 -0.3782
H -0.9779 -1.9195 -0.7923
H 0.5220 2.0808 -1.9583
H 1.7279 2.1016 -0.5410
O -0.6969 0.1416 -1.1089
F 1.7369 -0.9725 0.2450
```

As for the net charge: 0. For the HOMO energy, the calculation gives -8.8 eV. The lowest unoccupied orbital energy is 0.9594 eV. Its molar mass is 102.108 Da. Its multiplicity is 1. The HOMO-LUMO gap comes out at 9.80 eV.

*b*
# C5H7FO

The molecule C5H7FO (the ωB97M-V functional and the def2-TZVPD basis, the OMol25 dataset).

Structure (XYZ):
```
14
Properties=species:S:1:pos:R:3
C -0.5701 1.8604 -0.7247
C 0.1581 -0.4129 -0.1638
C -0.4627 -1.0052 -1.2937
C 0.6993 -1.3460 0.8153
C 0.9950 -0.8567 2.0447
H -0.6637 2.9999 -0.2335
H -0.0892 1.8777 -1.7211
H -1.7303 1.6099 -0.8886
H -0.4205 -1.9108 -1.6110
H -0.6456 -0.2603 -2.1780
H 0.3745 -2.4149 0.7002
H 0.8704 0.3856 1.9659
O 0.3081 0.9718 0.0509
F 1.1768 -1.4986 3.2376
```

As for the net charge: 0. For the HOMO energy, the calculation gives -8.5 eV. The lowest unoccupied orbital energy is 0.8791 eV. Its molar mass is 102.108 Da. Its multiplicity is 1. The HOMO-LUMO gap comes out at 9.37 eV.

*c*
# C5H7FO

The molecule C5H7FO (the ωB97M-V functional and the def2-TZVPD basis, the OMol25 dataset).

Structure (XYZ):
```
14
Properties=species:S:1:pos:R:3
C -1.5887 0.4253 -1.2124
C -1.2141 0.4276 0.2669
C -0.0243 -0.0450 0.9202
C 1.1937 -0.5798 0.1851
C 2.4391 -0.3493 0.4408
H -1.0275 -0.3122 -1.8389
H -2.6756 0.2306 -1.2764
H -1.3322 1.4402 -1.5172
H -1.7290 1.0957 0.9383
H 0.2986 0.3747 1.8780
H 2.7975 0.3291 1.2239
H 3.2205 -0.7823 -0.1684
O -1.1869 -0.8010 0.9019
F 0.8289 -1.4537 -0.7417
```

As for the net charge: 0. For the HOMO energy, the calculation gives -9.7 eV. The lowest unoccupied orbital energy is 0.9957 eV. Its molar mass is 102.108 Da. Its multiplicity is 1. The HOMO-LUMO gap comes out at 10.70 eV.

Which structure is the most stable? The one labeled *c*.

*a*
# C5H14N2O2

A 2-piece molecular cluster, C5H14N2O2 overall (the ωB97M-V functional and the def2-TZVPD basis, the OMol25 dataset).

Structure (XYZ):
```
23
Properties=species:S:1:pos:R:3
C -1.5099 -0.2998 0.0973
C -0.3566 1.8800 0.2010
N -0.2976 0.5161 -0.3688
N -1.9514 -0.1934 1.4383
O -0.3928 0.5905 -1.7132
H -0.1544 -0.9008 -2.0826
H -2.2489 0.7337 1.7019
H -1.3213 -0.5795 2.1244
H -2.3003 0.0461 -0.5759
H -1.2801 -1.3364 -0.1557
H 0.3980 2.4764 -0.3065
H -0.1629 1.8672 1.2737
H -1.3371 2.3012 -0.0183
C 1.1126 -0.8091 1.3161
C 1.0211 -0.0964 0.0059
C 2.0739 0.2136 -0.7402
O 0.0820 -1.9131 -2.0363
H 0.1660 -2.1393 -2.9592
H 0.8450 -0.1609 2.1507
H 0.4753 -1.6902 1.3286
H 2.1427 -1.1236 1.4680
H 1.9338 0.7263 -1.6772
H 3.0631 -0.1085 -0.4719
```

As for the net charge: 0. For the HOMO energy, the calculation gives -8.9 eV. The lowest unoccupied orbital energy is 0.6749 eV. Its molar mass is 134.179 Da. Its multiplicity is 1. The HOMO-LUMO gap comes out at 9.60 eV.

*b*
# C5H14N2O2

A 2-piece molecular cluster, C5H14N2O2 overall (the ωB97M-V functional and the def2-TZVPD basis, the OMol25 dataset).

Structure (XYZ):
```
23
Properties=species:S:1:pos:R:3
C -1.2354 1.5301 0.0246
C -2.6525 2.0871 0.0135
N -0.8197 1.2060 1.3816
O -0.3939 2.4748 -0.5962
H 0.5107 2.1250 -0.5863
H -1.2054 0.5838 -0.5468
H 0.1992 1.2337 1.4117
H -1.1417 1.9303 2.0181
H -2.9802 2.2315 -1.0117
H -2.6648 3.0522 0.5153
H -3.3236 1.4007 0.5222
C 0.2309 -2.5670 0.2848
C 2.4766 -1.4822 -1.2061
N 0.8903 -1.3598 0.6924
C 1.6325 -0.6705 -0.2523
O 1.8456 0.5215 -0.0671
H 0.3306 -0.7470 1.2847
H -0.5587 -2.7956 0.9875
H 0.9443 -3.3884 0.1930
H -0.1768 -2.3604 -0.7522
H 3.3009 -1.9441 -0.6594
H 1.8890 -2.2532 -1.6949
H 2.9022 -0.8085 -1.9563
```

As for the net charge: 0. For the HOMO energy, the calculation gives -9.6 eV. The lowest unoccupied orbital energy is 0.7570 eV. Its molar mass is 134.179 Da. Its multiplicity is 1. The HOMO-LUMO gap comes out at 10.36 eV.

Which structure is the most stable? The one labeled *b*.

*a*
# C3H2N4O

A 2-piece molecular cluster, C3H2N4O overall (the ωB97M-V functional and the def2-TZVPD basis, the OMol25 dataset).

Structure (XYZ):
```
10
Properties=species:S:1:pos:R:3
C 0.2596 0.9971 0.8538
C 1.6613 -0.9034 0.2767
C -1.8529 0.5277 -0.7423
N 0.9142 0.0495 0.6401
N 2.6766 -1.1381 -0.3924
N 3.5388 -1.5958 -0.9537
N -2.4610 0.2835 0.2378
O -1.1042 0.8773 -1.5847
H -0.6572 1.3693 1.1504
H -2.9752 -0.4671 0.5143
```

As for the net charge: 0. For the HOMO energy (spin up / spin down), the calculation gives -7.9 / -7.9 eV. The lowest unoccupied orbital energy (spin up / spin down) is 0.1373 / 0.1370 eV. Its molar mass is 110.076 Da. Its multiplicity is 1. The HOMO-LUMO gap (spin up / spin down) comes out at 7.99 / 7.99 eV.

*b*
# C3H2N4O

C3H2N4O as an isolated structure (the ωB97M-V functional and the def2-TZVPD basis, the OMol25 dataset).

Structure (XYZ):
```
10
Properties=species:S:1:pos:R:3
C -0.8740 -0.8884 0.0013
C 0.3234 -0.1393 0.0221
C 1.7449 -0.3092 0.0576
N 2.9177 -0.8041 -0.0029
N 0.6044 1.2100 -0.0200
N 1.9458 1.0771 0.0023
N 3.9769 -0.4299 -0.0519
O -1.9944 -0.4208 -0.0585
H -0.6978 -1.9818 0.0431
H 0.0435 2.0447 -0.0410
```

As for the net charge: 0. For the HOMO energy (spin up / spin down), the calculation gives -8.5 / -8.5 eV. The lowest unoccupied orbital energy (spin up / spin down) is -1.2319 / -1.2318 eV. Its molar mass is 110.076 Da. Its multiplicity is 1. The HOMO-LUMO gap (spin up / spin down) comes out at 7.32 / 7.32 eV.

Which structure is the most stable? The one labeled *a*.